ORCA calculation (wB97M-V/def2-TZVPD) on a structure of composition C12H10CrN6OS2.

The geometry in XYZ format:
```
32
Properties=species:S:1:pos:R:3:forces:R:3
Cr 0.1396 -0.0518 -0.4054 0.01 0.29 -0.17
C 4.6905 2.6756 -1.1623 0.10 0.01 -0.04
S 3.4815 3.3756 -0.0343 -0.07 -0.06 -0.01
C 2.1530 2.2428 -0.1341 0.09 0.15 -0.02
S 2.2517 0.8530 -1.1344 -0.10 -0.11 -0.02
N 1.1447 2.6366 0.6124 0.10 0.10 0.04
N 0.1026 1.7824 0.5613 0.13 -0.36 -0.15
C -0.9754 2.0880 1.1762 -0.18 0.14 0.15
C -2.0895 1.1537 1.0728 -0.11 -0.04 0.01
C -3.3027 1.3698 1.7078 -0.07 -0.05 0.00
C -4.3142 0.4355 1.5501 0.00 0.05 0.03
C -4.0905 -0.6837 0.7665 -0.01 -0.04 -0.02
C -2.8523 -0.8313 0.1647 0.05 0.00 -0.01
N -1.8786 0.0633 0.3095 0.10 -0.12 -0.01
H 5.5495 3.3430 -1.1059 0.00 0.00 0.00
H 4.3171 2.6514 -2.1840 -0.01 0.00 0.05
H 4.9876 1.6768 -0.8536 -0.01 0.01 0.01
H -1.0670 3.0096 1.7406 0.05 0.02 0.00
H -3.4455 2.2529 2.3151 0.02 0.00 -0.01
H -5.2692 0.5811 2.0372 0.00 0.00 0.00
H -4.8544 -1.4339 0.6223 0.01 0.00 0.00
H -2.6166 -1.6860 -0.4570 -0.01 0.00 0.00
N 0.1393 -3.5199 -2.7946 0.00 0.03 -0.04
C 0.3056 -2.7563 -1.6975 -0.01 -0.06 0.05
O -0.1415 -1.5654 -1.7268 0.00 0.03 0.07
C 0.9318 -3.3051 -0.5480 -0.08 -0.04 -0.08
C 0.9949 -2.4306 0.5438 0.08 0.04 -0.10
N 0.9609 -1.5448 1.2907 -0.08 0.01 0.25
C 1.4200 -4.6293 -0.5399 0.01 -0.03 0.02
N 1.7874 -5.7204 -0.6214 -0.01 0.03 0.00
H 0.5515 -4.4355 -2.8495 0.00 0.00 0.00
H -0.1881 -3.0691 -3.6304 0.01 -0.02 0.00
```
Positions in Å, forces in eV/Å.

## Properties
ΔE to the lowest compared entry with this formula, charge and spin = 0.0 kJ/mol
Multiplicity = 5
Gap between HOMO and LUMO (alpha / beta) = 7.06 / 7.11 eV
Net charge = 0
LUMO (alpha / beta) = -0.0391 / -0.0448 Eh
Electronic energy = -2707.9729 hartree

ORCA calculation (wB97M-V/def2-TZVPD) on the ion C2H3N4S with charge -1 in a non-equilibrium geometry.

The geometry in XYZ format:
```
10
Properties=species:S:1:pos:R:3:forces:R:3
C 0.5964 -0.6912 -1.3981 -1.07 -0.90 0.47
N 0.2891 -0.3306 -0.0632 -1.32 5.71 1.02
N -0.3056 -1.0248 0.8550 0.19 -0.28 -0.74
N -0.7951 -0.2709 1.7453 -0.52 -1.68 1.56
C -0.6314 1.0585 1.4438 0.48 0.08 -1.64
S -1.1059 2.3186 2.3965 -0.80 1.42 1.51
N -0.0941 1.2794 0.2791 1.81 -3.77 -1.52
H 1.6158 -0.6133 -1.5772 2.32 -0.70 0.03
H 0.1640 -1.6722 -1.4919 0.31 -0.66 -0.68
H 0.2669 -0.0535 -2.1895 -1.38 0.77 -0.01
```
Positions in Å, forces in eV/Å.

## Properties
ΔE to the lowest compared entry with this formula, charge and spin = 212.6 kJ/mol
SMILES = Cn1nnc([S-])n1
Gap between HOMO and LUMO = 6.87 eV
Net charge = -1
LUMO = 0.1374 Eh
Electronic energy = -695.1842 hartree

ORCA calculation (wB97M-V/def2-TZVPD) on the ion C6H9Cl2N2O with charge +1 in a non-equilibrium geometry.

The geometry in XYZ format:
```
20
Properties=species:S:1:pos:R:3:forces:R:3
C -0.1135 1.8808 -0.6953 1.20 -1.23 1.32
C -1.2055 -0.1527 0.0361 0.52 -0.29 0.57
C 1.0132 0.1316 1.2764 -0.16 1.09 -0.50
C 0.1912 -0.7548 0.4334 -0.32 -0.29 -0.34
C 0.8759 -1.1304 -0.8820 0.15 0.08 -0.01
C -0.0981 -2.0275 1.2668 -0.01 -0.03 0.18
N -1.1757 1.0679 -0.6042 -0.92 1.03 -0.82
N -0.2410 3.0124 -1.3107 -0.52 0.41 -0.36
O -2.2133 -0.7687 0.1929 -0.12 -0.01 -0.06
Cl 2.6353 0.3723 0.9739 -0.31 -0.18 0.29
Cl 0.3890 0.7839 2.6914 0.18 -0.26 -0.42
H 1.1740 -0.2383 -1.4270 0.04 0.03 -0.06
H 0.1924 -1.7068 -1.4999 -0.10 -0.06 0.03
H 1.7540 -1.7390 -0.6933 0.11 -0.12 0.01
H -0.6948 -1.7987 2.1435 -0.06 0.02 0.06
H 0.8296 -2.4997 1.5735 0.16 -0.06 0.02
H -0.6591 -2.7223 0.6465 0.01 0.07 -0.06
H -2.0871 1.3276 -0.9986 0.11 -0.18 0.14
H 0.5464 3.6394 -1.3854 -0.10 -0.10 0.01
H -1.1130 3.3229 -1.7381 0.14 0.08 0.00
```
Positions in Å, forces in eV/Å.

## Properties
ΔE to the lowest compared entry with this formula, charge and spin = 278.2 kJ/mol
Gap between HOMO and LUMO = 7.07 eV
Net charge = +1
LUMO = -0.2264 Eh
Electronic energy = -1338.8471 hartree

ORCA calculation (wB97M-V/def2-TZVPD) on an isolated molecule of C5H8N2O in a non-equilibrium geometry.

The geometry in XYZ format:
```
16
Properties=species:S:1:pos:R:3:forces:R:3
H -2.3905 0.4581 -1.5819 0.54 -1.89 1.27
N -2.1238 -0.4094 -0.9777 -1.43 2.18 -2.46
C -0.9819 -0.2536 -0.4949 -0.09 -1.33 2.59
N -0.5118 -1.2677 0.4306 1.50 1.19 -1.17
C 0.8999 -0.7601 0.6778 -2.57 1.19 -5.69
C 1.3151 0.0170 -0.8739 0.64 1.92 0.84
C -0.0054 0.8597 -0.3899 -0.27 -0.05 -2.84
C 0.5475 0.6346 1.0345 -3.87 -0.86 -1.75
O -0.4806 0.7308 1.9029 0.23 2.37 4.07
H -0.6718 -2.1616 0.0123 0.40 -0.73 0.01
H 1.5173 -1.4521 1.0760 2.09 -1.71 1.70
H 1.1099 -0.4426 -1.8877 0.91 0.10 1.34
H 2.3744 0.7601 -0.7958 -3.17 -2.52 -0.39
H -0.6622 1.7623 -0.8881 2.75 -1.39 1.40
H 1.3750 1.2351 1.0335 1.87 2.02 1.76
H -1.3111 0.2894 1.7221 0.48 -0.49 -0.67
```
Positions in Å, forces in eV/Å.

## Properties
ΔE to the lowest compared entry with this formula, charge and spin = 441.5 kJ/mol
SMILES = [H]/N=C1/N[C@H]2C[C@@H]1[C@H]2O
Gap between HOMO and LUMO = 10.17 eV
Net charge = 0
LUMO = 0.0329 Eh
Electronic energy = -379.9200 hartree

ORCA calculation (wB97M-V/def2-TZVPD) on the ion C6H9N2O2 with charge +1 in a non-equilibrium geometry.

The geometry in XYZ format:
```
19
Properties=species:S:1:pos:R:3:forces:R:3
C -0.3934 1.1845 -0.3520 -1.06 -2.38 0.07
C 1.8151 0.6418 0.4481 2.31 -1.87 1.24
C -0.9399 -0.0655 -0.3711 2.88 -0.10 0.56
C 1.1484 -1.6762 0.0004 -2.51 0.26 -2.53
C 1.1291 -2.8017 -0.7049 -0.63 0.66 -0.14
C -3.0947 0.2472 0.4486 -4.46 1.53 1.27
N 0.9406 1.3882 -0.1180 0.17 2.10 -1.52
N 1.9128 -0.7147 0.5603 -0.42 -0.66 1.43
O 1.3615 2.7380 -0.4023 0.61 -0.96 0.03
O -2.1210 -0.4413 -0.1349 2.22 -3.50 -2.09
H -1.0477 2.0079 -0.4197 -0.09 1.28 -0.36
H 2.6240 1.0919 0.9882 0.31 0.73 -0.25
H 1.9589 -3.4461 -0.9991 0.44 0.53 0.44
H 0.2071 -3.1875 -1.1994 0.42 0.57 1.03
H -3.8844 0.4706 -0.3784 0.90 -0.56 1.95
H -2.7132 1.1541 0.8023 0.47 1.85 0.44
H -3.4537 -0.2464 1.4157 0.00 0.14 -1.79
H 2.3764 -1.0769 1.4239 -0.01 0.93 -0.76
H 2.1741 2.7320 -1.0076 -1.55 -0.57 0.98
```
Positions in Å, forces in eV/Å.

## Properties
ΔE to the lowest compared entry with this formula, charge and spin = 902.9 kJ/mol
Gap between HOMO and LUMO (alpha / beta) = 7.90 / 7.89 eV
Net charge = +1
LUMO (alpha / beta) = -0.1638 / -0.1709 Eh
Electronic energy = -493.4584 hartree

ORCA calculation (wB97M-V/def2-TZVPD) on a cluster of 10 separate species, C39H53N14 in total in a non-equilibrium geometry.

The geometry in XYZ format:
```
106
Properties=species:S:1:pos:R:3:forces:R:3
N 3.9734 -3.7465 -0.1855 0.42 1.00 0.24
C 3.8870 -2.3197 -0.5924 0.65 -0.22 0.94
N 2.7912 -1.6985 0.1931 3.66 -0.90 -2.90
C 2.8189 -0.8201 1.1799 -2.82 -1.10 -0.44
N 1.5186 -0.6476 1.5439 0.53 0.45 0.42
C 0.7850 -1.4004 0.7383 -0.55 -0.65 -0.80
N -0.5534 -1.6005 0.6723 -0.49 0.00 0.48
N 1.5731 -2.0903 -0.1482 -0.83 1.82 2.17
H 4.9089 -3.8465 0.2088 -0.12 -0.47 -0.28
H 3.3712 -3.8813 0.6267 0.03 -0.16 -0.22
H 3.7317 -2.2059 -1.6743 -0.36 0.05 0.40
H 4.7979 -1.7613 -0.3278 -0.29 -0.16 -0.16
H 3.7300 -0.3758 1.5717 -0.35 -0.11 -0.01
H -1.0916 -1.3637 -0.1518 0.18 -0.15 0.09
H -1.0315 -2.0348 1.4492 -0.03 0.51 -0.01
H 1.3262 -2.7389 -0.8893 0.31 0.04 0.08
N 2.6177 2.4155 -1.2264 0.03 0.00 -0.06
C 2.0699 1.2665 -1.7377 0.06 0.17 0.15
C 1.6282 1.5381 -3.0027 -0.14 -0.26 -0.17
C 1.9205 2.8972 -3.2719 0.03 0.24 -0.06
C 2.5331 3.4155 -2.1619 -0.05 -0.26 0.21
H 3.0177 2.5111 -0.3088 0.02 0.03 -0.05
H 2.0413 0.3558 -1.1657 -0.03 0.05 0.02
H 1.1455 0.8368 -3.6655 0.02 0.02 0.00
H 1.7034 3.4341 -4.1805 0.06 -0.01 0.01
H 2.9114 4.4019 -1.9552 -0.02 0.01 -0.16
N -1.4575 3.4564 -3.2748 -0.11 0.07 0.01
C -2.7346 3.5065 -2.7792 0.04 -0.02 0.06
C -3.4800 4.3002 -3.6103 -0.06 -0.09 0.04
C -2.6232 4.7441 -4.6511 0.07 0.00 -0.08
C -1.3849 4.2068 -4.4182 0.07 -0.03 0.02
H -0.6919 2.9491 -2.8637 0.09 0.17 -0.02
H -3.0005 2.9750 -1.8800 -0.02 0.06 0.00
H -4.5242 4.5361 -3.4863 0.03 0.00 0.00
H -2.8859 5.3852 -5.4765 0.01 -0.01 0.02
H -0.4610 4.2944 -4.9646 -0.04 0.03 -0.01
N -2.6191 -0.2313 -4.5508 0.11 -0.17 0.03
C -1.8033 0.0892 -3.5093 0.02 0.07 0.14
C -1.2005 -1.0658 -3.0755 -0.06 0.02 0.02
C -1.6723 -2.1245 -3.8959 0.00 -0.16 -0.02
C -2.5445 -1.5753 -4.7974 -0.03 0.07 -0.03
H -3.1900 0.4221 -5.0600 0.02 0.01 0.05
H -1.7189 1.1040 -3.1643 -0.07 -0.10 -0.06
H -0.4960 -1.1393 -2.2597 0.08 0.07 -0.07
H -1.4032 -3.1669 -3.8327 -0.02 0.02 -0.03
H -3.1180 -2.0235 -5.5899 -0.03 0.01 0.05
N 3.9311 5.1604 0.7195 0.08 -0.10 0.03
C 4.9201 6.1053 0.6619 -0.01 0.03 -0.04
C 5.4198 6.2675 1.9265 0.00 0.04 -0.11
C 4.7100 5.3833 2.7812 -0.01 -0.07 0.05
C 3.8005 4.7123 2.0093 -0.05 -0.08 -0.03
H 3.3857 4.8447 -0.0607 -0.03 0.17 0.09
H 5.1800 6.5787 -0.2702 0.00 0.01 0.04
H 6.2089 6.9442 2.2092 0.02 -0.07 0.00
H 4.8521 5.2551 3.8419 0.00 0.00 -0.03
H 3.0726 3.9586 2.2636 -0.03 0.08 0.05
N -5.0881 -3.2264 -7.2017 -0.03 -0.01 0.04
C -5.5612 -3.7200 -6.0145 0.05 0.01 0.02
C -6.9268 -3.6103 -6.0283 0.07 -0.07 0.10
C -7.2927 -3.0333 -7.2727 -0.01 0.02 -0.08
C -6.1389 -2.8106 -7.9747 0.03 0.06 -0.01
H -4.1208 -3.1777 -7.4663 -0.06 -0.09 -0.07
H -4.8860 -4.1031 -5.2669 0.00 0.04 -0.01
H -7.5919 -3.9115 -5.2346 -0.01 0.04 -0.02
H -8.2898 -2.8085 -7.6134 0.02 -0.01 0.01
H -5.9741 -2.3931 -8.9538 -0.03 -0.01 0.02
N -0.0938 -4.6618 3.1901 0.04 0.10 0.04
C -1.1649 -4.1699 3.8949 -0.01 0.04 -0.07
C -1.2553 -4.8704 5.0656 -0.06 0.05 -0.01
C -0.1980 -5.8186 5.0746 0.07 -0.01 -0.05
C 0.5023 -5.6655 3.9088 0.07 -0.04 -0.02
H 0.2060 -4.3376 2.2904 -0.04 -0.12 0.00
H -1.7675 -3.3671 3.5011 -0.06 -0.04 0.06
H -1.9962 -4.7198 5.8331 0.04 0.04 0.00
H 0.0230 -6.5321 5.8511 -0.01 0.02 -0.02
H 1.3683 -6.1811 3.5281 -0.04 -0.03 0.03
N -5.5711 -5.8894 -3.0294 0.02 0.03 0.07
C -6.1067 -6.7031 -2.0693 -0.01 -0.01 -0.05
C -5.1951 -6.8143 -1.0530 -0.08 -0.03 0.04
C -4.0662 -6.0320 -1.4116 0.05 0.08 -0.04
C -4.3298 -5.4720 -2.6345 -0.01 0.02 -0.10
H -6.0209 -5.6365 -3.8923 0.00 -0.04 0.03
H -7.0867 -7.1325 -2.1926 0.03 -0.01 0.02
H -5.3236 -7.3915 -0.1521 0.00 0.01 -0.02
H -3.1640 -5.8958 -0.8370 -0.02 -0.02 -0.01
H -3.7426 -4.8156 -3.2558 0.01 0.00 0.04
N 7.4720 8.9165 3.8920 0.02 -0.02 0.04
C 6.8932 8.0997 4.8261 -0.05 -0.05 -0.04
C 7.7760 7.9540 5.8629 -0.06 -0.03 -0.01
C 8.9312 8.7165 5.5450 0.05 0.05 -0.03
C 8.7125 9.3001 4.3256 0.02 0.00 -0.06
H 7.0515 9.1928 3.0233 0.00 0.05 0.07
H 5.9069 7.6942 4.6715 0.01 0.02 0.03
H 7.6120 7.3672 6.7519 0.00 0.02 -0.01
H 9.8204 8.8247 6.1440 -0.02 0.01 -0.01
H 9.3296 9.9519 3.7304 0.00 -0.02 0.03
N -3.4471 -1.5578 7.8468 0.06 0.01 -0.01
C -2.6737 -1.8874 8.9255 -0.06 -0.03 0.02
C -1.3844 -2.0413 8.4890 0.00 -0.01 0.07
C -1.3785 -1.7897 7.0920 -0.03 0.05 -0.08
C -2.6650 -1.4915 6.7257 -0.04 -0.02 -0.04
H -4.4366 -1.3898 7.8737 0.05 0.00 0.01
H -3.1065 -1.9847 9.9070 0.03 -0.01 -0.01
H -0.5390 -2.3041 9.1035 -0.02 0.01 -0.01
H -0.5270 -1.8235 6.4320 -0.02 -0.02 0.01
H -3.0910 -1.2399 5.7685 0.02 0.00 0.02
```
Positions in Å, forces in eV/Å.

## Properties
Gap between HOMO and LUMO = 5.62 eV
Net charge = +1
LUMO = -0.1406 Eh
Electronic energy = -2284.1171 hartree